Arrangement one

Here is a 2-piece molecular cluster, C3H12N3S overall from the Open Molecules 2025 dataset. Energies are from wB97M-V/def2-TZVPD.

Each atom is followed by the atoms it is bonded to, with distances in Å.
CARTESIAN COORDINATES (ANGSTROEM)
1 S -0.3010 0.2160 2.7672  C3 1.820, H4 1.350
2 C -1.7589 -0.0466 5.1439  C3 1.522, H5 1.103, H6 1.103, H7 1.103
3 C -1.8384 0.4577 3.7099  S1 1.820, C2 1.522, H8 1.107, H9 1.107
4 H 0.4804 0.9809 3.5589  S1 1.350
5 H -1.4970 -1.1179 5.1608  C2 1.103
6 H -2.7307 0.0860 5.6484  C2 1.103
7 H -0.9916 0.5120 5.7060  C2 1.103
8 H -2.5982 -0.1085 3.1376  C3 1.107
9 H -2.1195 1.5278 3.6755  C3 1.107
10 C 1.3355 -0.2508 -3.8508  N11 1.333, N12 1.333, N13 1.333
11 N 1.6419 -0.3075 -5.1465  C10 1.333, H14 1.023, H15 1.023
12 N 1.5336 -1.3139 -3.0721  C10 1.333, H16 1.023, H17 1.023
13 N 0.8310 0.8692 -3.3339  C10 1.333, H18 1.023, H19 1.023
14 H 1.4898 0.5086 -5.7443  N11 1.023
15 H 2.0292 -1.1672 -5.5433  N11 1.023
16 H 1.9209 -2.1736 -3.4689  N12 1.023
17 H 1.2984 -1.2703 -2.0774  N12 1.023
18 H 0.5958 0.9128 -2.3392  N13 1.023
19 H 0.6790 1.6853 -3.9317  N13 1.023

Computed properties:
total charge	+1
multiplicity	1
Kohn-Sham gap	7.71	eV

Electronic structure analysis, Mulliken charges in units of e: atom 1 (S): -0.241, atom 2 (C): -0.921, atom 3 (C): -0.436, atom 4 (H): 0.116, atom 5 (H): 0.284, atom 6 (H): 0.295, atom 7 (H): 0.300, atom 8 (H): 0.298, atom 9 (H): 0.306, atom 10 (C): 0.877, atom 11 (N): -0.388, atom 12 (N): -0.382, atom 13 (N): -0.382, atom 14 (H): 0.215, atom 15 (H): 0.215, atom 16 (H): 0.215, atom 17 (H): 0.206, atom 18 (H): 0.206, atom 19 (H): 0.215

---

Arrangement two

Here is a 2-piece molecular cluster, C3H12N3S overall from the Open Molecules 2025 dataset. Energies are from wB97M-V/def2-TZVPD.

Each atom is followed by the atoms it is bonded to, with distances in Å.
CARTESIAN COORDINATES (ANGSTROEM)
1 C 2.7518 -0.6222 0.2417  C3 1.483, H8 1.086, H9 1.090, H10 1.088
2 C -2.2798 2.4352 0.0116  H11 1.082, H12 1.082, H13 1.087, H14 1.083
3 C 1.3093 -0.5876 -0.0997  C1 1.483, N4 1.311, N5 1.323
4 N 0.9178 -0.2131 -1.2940  C3 1.311, H15 1.010, H16 1.012
5 N 0.4422 -0.9409 0.8344  C3 1.323, N6 1.392, H17 1.015
6 N -0.9392 -1.0445 0.6938  N5 1.392, S7 1.732, H18 1.020
7 S -1.5093 -2.1488 -0.5131  N6 1.732, H19 1.333
8 H 3.3558 -0.1899 -0.5511  C1 1.086
9 H 3.0747 -1.6522 0.3929  C1 1.090
10 H 2.9436 -0.0825 1.1668  C1 1.088
11 H -3.1384 3.0444 -0.2388  C2 1.082
12 H -1.3765 2.9840 -0.2186  C2 1.082
13 H -2.3224 1.5270 -0.5836  C2 1.087
14 H -2.3114 2.1961 1.0671  C2 1.083
15 H 1.5958 0.0242 -2.0036  N4 1.010
16 H -0.0561 -0.2208 -1.5680  N4 1.012
17 H 0.8002 -1.2628 1.7280  N5 1.015
18 H -1.3851 -0.1317 0.6037  N6 1.020
19 H -1.8729 -3.1141 0.3306  S7 1.333

Computed properties:
total charge	+1
multiplicity	1
Kohn-Sham gap	10.50	eV

Electronic structure analysis, Mulliken charges in units of e: atom 1 (C): -1.240, atom 2 (C): -0.952, atom 3 (C): 1.007, atom 4 (N): -0.307, atom 5 (N): 0.114, atom 6 (N): -0.632, atom 7 (S): -0.111, atom 8 (H): 0.380, atom 9 (H): 0.336, atom 10 (H): 0.340, atom 11 (H): 0.308, atom 12 (H): 0.250, atom 13 (H): 0.137, atom 14 (H): 0.268, atom 15 (H): 0.242, atom 16 (H): 0.152, atom 17 (H): 0.237, atom 18 (H): 0.280, atom 19 (H): 0.191

---

Which one is most stable, and which one is least stable? arrangement one is the most stable of them, while arrangement two is the least stable.

---

Arrangement one

Here is a 2-piece molecular cluster, C4H12NO2 overall from the Open Molecules 2025 dataset. Energies are from wB97M-V/def2-TZVPD.

Each atom is followed by the atoms it is bonded to, with distances in Å.
CARTESIAN COORDINATES (ANGSTROEM)
1 C 1.8889 -0.0891 0.7601  N2 1.400, H7 1.138, H8 1.164, H9 1.135
2 N 0.9017 -0.8700 0.1482  C1 1.400, C4 1.491, H10 0.921
3 C -1.4988 -1.6907 0.5739  C4 1.604, H11 1.044, H12 1.031, H13 1.146
4 C -0.4871 -0.4485 0.4875  N2 1.491, C3 1.604, C5 1.787, H14 1.123
5 C -1.1924 0.8420 -0.5282  C4 1.787, O6 1.339, H15 1.058, H16 1.069
6 O -0.7806 2.0693 -0.1876  C5 1.339
7 H 1.7579 0.0851 1.8773  C1 1.138
8 H 2.8971 -0.5926 0.4689  C1 1.164
9 H 1.9782 0.8842 0.1831  C1 1.135
10 H 0.8096 -1.7537 0.3901  N2 0.921
11 H -1.0909 -2.5193 1.0610  C3 1.044
12 H -1.5705 -2.0561 -0.3878  C3 1.031
13 H -2.5266 -1.4984 1.0429  C3 1.146
14 H -0.4447 0.1909 1.4100  C4 1.123
15 H -2.1573 0.4576 -0.3284  C5 1.058
16 H -0.7524 0.3774 -1.3846  C5 1.069
17 H 0.1787 2.4506 -1.2839  O19 1.054
18 H 1.3013 1.6951 -2.1587  O19 0.927
19 O 0.7880 2.4663 -2.1438  H17 1.054, H18 0.927

Computed properties:
total charge	-1
multiplicity	1
Kohn-Sham gap	6.61	eV

Electronic structure analysis, Mulliken charges in units of e: atom 1 (C): -0.819, atom 2 (N): -0.306, atom 3 (C): -1.502, atom 4 (C): 0.297, atom 5 (C): -0.671, atom 6 (O): -0.859, atom 7 (H): 0.326, atom 8 (H): 0.336, atom 9 (H): 0.181, atom 10 (H): 0.178, atom 11 (H): 0.522, atom 12 (H): 0.398, atom 13 (H): 0.319, atom 14 (H): 0.068, atom 15 (H): 0.374, atom 16 (H): 0.231, atom 17 (H): 0.438, atom 18 (H): 0.241, atom 19 (O): -0.752

---

Arrangement two

Here is a 3-piece molecular cluster, C4H12NO2 overall from the Open Molecules 2025 dataset. Energies are from wB97M-V/def2-TZVPD.

Each atom is followed by the atoms it is bonded to, with distances in Å.
CARTESIAN COORDINATES (ANGSTROEM)
1 C -2.5444 0.5932 -0.4470  N2 1.417, H7 1.088, H8 1.104, H9 1.104
2 N -1.5333 1.2415 -1.1979  C1 1.417, C3 1.423
3 C -0.4124 0.4096 -1.4761  N2 1.423, C4 1.532, H10 1.097, H12 1.102
4 C 0.4083 0.8917 -0.2753  C3 1.532, C5 1.534, H13 1.221, H14 1.089
5 C 1.6676 0.1352 0.1669  C4 1.534, O6 1.401, H15 1.122, H16 1.097
6 O 1.4850 -1.2343 -0.0651  C5 1.401, H17 1.034
7 H -3.4660 0.5587 -1.0239  C1 1.088
8 H -2.3323 -0.4754 -0.2704  C1 1.104
9 H -2.7665 0.9821 0.5622  C1 1.104
10 H -0.5037 -0.6764 -1.3523  C3 1.097
11 H -0.9873 0.1371 1.2130  no bonds
12 H -0.0013 0.5465 -2.4892  C3 1.102
13 H -0.3814 0.6334 0.6192  C4 1.221
14 H 0.5277 1.9733 -0.3095  C4 1.089
15 H 1.7869 0.2149 1.2801  C5 1.122
16 H 2.5009 0.5196 -0.4340  C5 1.097
17 H 1.7435 -1.7383 0.7994  O6 1.034
18 H 2.4303 -2.8168 2.4807  O19 0.959
19 O 2.3785 -1.8954 2.2191  H18 0.959

Computed properties:
total charge	-1
multiplicity	1
Kohn-Sham gap	5.87	eV

Electronic structure analysis, Mulliken charges in units of e: atom 1 (C): -1.025, atom 2 (N): -0.560, atom 3 (C): -0.395, atom 4 (C): 0.113, atom 5 (C): -0.602, atom 6 (O): -0.554, atom 7 (H): 0.297, atom 8 (H): 0.441, atom 9 (H): 0.346, atom 10 (H): 0.292, atom 11 (H): 0.551, atom 12 (H): 0.338, atom 13 (H): -0.789, atom 14 (H): 0.381, atom 15 (H): 0.407, atom 16 (H): 0.238, atom 17 (H): 0.454, atom 18 (H): 0.132, atom 19 (O): -1.067

---

Arrangement three

Here is a 2-piece molecular cluster, C4H12NO2 overall from the Open Molecules 2025 dataset. Energies are from wB97M-V/def2-TZVPD.

Each atom is followed by the atoms it is bonded to, with distances in Å.
CARTESIAN COORDINATES (ANGSTROEM)
1 C -1.0259 0.9042 1.0103  O2 1.321, C3 1.594, H7 1.176, H8 1.101
2 O -2.0914 1.2376 1.7170  C1 1.321
3 C -1.1801 -0.2455 -0.0836  C1 1.594, C4 1.505, H9 1.094, H10 1.092
4 C 0.0816 -0.4159 -0.8857  C3 1.505, C5 1.582, H11 1.083, H12 1.106
5 C 0.1388 -1.7912 -1.6655  C4 1.582, N6 1.503, H13 1.094, H14 1.092
6 N 1.3749 -2.5897 -1.3599  C5 1.503, H15 1.027, H16 1.021
7 H -0.3865 1.7120 0.4428  C1 1.176
8 H -0.1952 0.5604 1.6453  C1 1.101
9 H -1.4512 -1.1728 0.4295  C3 1.094
10 H -2.0503 0.1849 -0.5837  C3 1.092
11 H 0.2988 0.3438 -1.6268  C4 1.083
12 H 0.9168 -0.4374 -0.1610  C4 1.106
13 H 0.0247 -1.4547 -2.7002  C5 1.094
14 H -0.6830 -2.4437 -1.3635  C5 1.092
15 H 1.6765 -2.1908 -0.4629  N6 1.027
16 H 1.0160 -3.4483 -0.9393  N6 1.021
17 H 1.2412 4.0519 1.5001  O19 0.959
18 H 0.7720 3.3153 2.6868  O19 0.982
19 O 1.5223 3.8798 2.4006  H17 0.959, H18 0.982

Computed properties:
total charge	-1
multiplicity	1
Kohn-Sham gap	6.36	eV

Electronic structure analysis, Mulliken charges in units of e: atom 1 (C): -0.349, atom 2 (O): -0.894, atom 3 (C): -0.555, atom 4 (C): -0.381, atom 5 (C): -0.351, atom 6 (N): -0.721, atom 7 (H): -0.032, atom 8 (H): 0.251, atom 9 (H): 0.335, atom 10 (H): 0.185, atom 11 (H): 0.276, atom 12 (H): 0.154, atom 13 (H): 0.259, atom 14 (H): 0.300, atom 15 (H): 0.264, atom 16 (H): 0.266, atom 17 (H): 0.317, atom 18 (H): 0.362, atom 19 (O): -0.689

---

Arrangement four

Here is a 2-piece molecular cluster, C4H12NO2 overall from the Open Molecules 2025 dataset. Energies are from wB97M-V/def2-TZVPD.

Each atom is followed by the atoms it is bonded to, with distances in Å.
CARTESIAN COORDINATES (ANGSTROEM)
1 C -1.3319 0.5153 1.2586  O2 1.292, C3 1.679, H7 1.195, H8 1.256
2 O -2.4965 0.4923 1.8176  C1 1.292
3 C -1.1755 -0.2984 -0.2022  C1 1.679, C4 1.538, H9 1.092, H10 1.117
4 C 0.2521 -0.3654 -0.7711  C3 1.538, C5 1.669, H11 1.123, H12 1.038
5 C 0.2976 -1.7857 -1.6462  C4 1.669, N6 1.462, H13 1.158, H14 1.066
6 N 1.6013 -2.3886 -1.3739  C5 1.462, H15 0.967, H16 1.045
7 H -0.6609 1.4420 0.9139  C1 1.195
8 H -0.4577 -0.2180 1.7830  C1 1.256
9 H -1.3488 -1.3509 0.0332  C3 1.092
10 H -1.9396 0.2184 -0.8320  C3 1.117
11 H 0.3397 0.4405 -1.5486  C4 1.123
12 H 0.7575 -0.3413 0.1351  C4 1.038
13 H 0.3036 -1.2411 -2.6680  C5 1.158
14 H -0.4286 -2.4832 -1.2962  C5 1.066
15 H 1.3799 -2.9685 -0.6319  N6 0.967
16 H 2.1202 -2.8685 -2.1438  N6 1.045
17 H 1.3748 3.6897 2.5061  O19 0.983
18 H 0.2711 4.9134 2.4545  O19 0.957
19 O 1.1418 4.5981 2.2119  H17 0.983, H18 0.957

Computed properties:
total charge	-1
multiplicity	1
Kohn-Sham gap	6.12	eV

Electronic structure analysis, Mulliken charges in units of e: atom 1 (C): -0.069, atom 2 (O): -0.797, atom 3 (C): -0.627, atom 4 (C): -0.550, atom 5 (C): -0.467, atom 6 (N): -0.529, atom 7 (H): -0.035, atom 8 (H): -0.005, atom 9 (H): 0.243, atom 10 (H): 0.335, atom 11 (H): 0.133, atom 12 (H): 0.393, atom 13 (H): 0.274, atom 14 (H): 0.353, atom 15 (H): 0.192, atom 16 (H): 0.169, atom 17 (H): 0.336, atom 18 (H): 0.322, atom 19 (O): -0.672

---

Which one is most stable, and which one is least stable? arrangement three is the most stable of them, while arrangement two is the least stable.

---

Arrangement one

Here is a 3-piece molecular cluster, C4H12NO2 overall from the Open Molecules 2025 dataset. Energies are from wB97M-V/def2-TZVPD.

Each atom is followed by the atoms it is bonded to, with distances in Å.
CARTESIAN COORDINATES (ANGSTROEM)
1 C 1.6062 0.1646 -1.0038  N2 1.308, C4 1.889, H7 1.109, H9 1.105
2 N 1.3641 1.3036 -0.4076  C1 1.308, C4 1.621
3 C 0.3060 -0.4857 1.2512  C4 1.532, H11 1.090, H12 1.097, H13 1.084
4 C 0.0702 0.4462 0.0587  C1 1.889, N2 1.621, C3 1.532, C5 1.545, H14 1.097
5 C -0.9490 -0.0573 -0.9879  C4 1.545, O6 1.409, H15 1.099, H16 1.092
6 O -2.2401 -0.1392 -0.4300  C5 1.409, H18 1.017
7 H 1.4839 0.2279 -2.1042  C1 1.109
8 H 1.7747 3.1541 0.8022  H10 0.750
9 H 2.4039 -0.5536 -0.7409  C1 1.105
10 H 1.7263 3.9020 0.7785  H8 0.750
11 H 1.2492 -0.1881 1.7093  C3 1.090
12 H 0.4515 -1.4967 0.8513  C3 1.097
13 H -0.5539 -0.5887 1.9025  C3 1.084
14 H -0.4380 1.3293 0.4642  C4 1.097
15 H -0.6368 -1.0550 -1.3264  C5 1.099
16 H -0.9614 0.6248 -1.8404  C5 1.092
17 H -2.6555 -2.9629 0.5775  O19 0.955
18 H -2.2018 -1.0704 -0.0219  O6 1.017
19 O -1.7994 -2.5551 0.4677  H17 0.955

Computed properties:
total charge	-1
multiplicity	1
Kohn-Sham gap	7.20	eV

Electronic structure analysis, Mulliken charges in units of e: atom 1 (C): -0.393, atom 2 (N): -0.613, atom 3 (C): -1.656, atom 4 (C): 0.987, atom 5 (C): -0.898, atom 6 (O): -0.584, atom 7 (H): 0.260, atom 8 (H): -0.264, atom 9 (H): 0.244, atom 10 (H): 0.240, atom 11 (H): 0.444, atom 12 (H): 0.331, atom 13 (H): 0.422, atom 14 (H): 0.189, atom 15 (H): 0.383, atom 16 (H): 0.419, atom 17 (H): 0.114, atom 18 (H): 0.421, atom 19 (O): -1.046

---

Arrangement two

Here is a 2-piece molecular cluster, C4H12NO2 overall from the Open Molecules 2025 dataset. Energies are from wB97M-V/def2-TZVPD.

Each atom is followed by the atoms it is bonded to, with distances in Å.
CARTESIAN COORDINATES (ANGSTROEM)
1 C -1.1601 1.3290 -0.0045  O2 1.347, C3 1.608, H7 1.119, H8 1.142
2 O -0.8146 2.1687 0.9903  C1 1.347
3 C -0.3247 -0.0444 -0.0008  C1 1.608, C4 1.529, N6 1.479, H9 1.192
4 C -1.1453 -1.2734 -0.3926  C3 1.529, C5 1.516, H10 1.142, H11 1.094
5 C -0.3921 -2.3090 -1.2046  C4 1.516, H12 1.105, H13 1.071, H14 1.091
6 N 0.4950 -0.1513 1.2256  C3 1.479, H15 1.022, H16 1.024
7 H -0.9577 1.8564 -0.9699  C1 1.119
8 H -2.2895 1.2085 0.1174  C1 1.142
9 H 0.3723 0.2421 -0.9244  C3 1.192
10 H -2.0263 -0.7788 -0.9250  C4 1.142
11 H -1.5821 -1.7801 0.4736  C4 1.094
12 H 0.3635 -2.6425 -0.4701  C5 1.105
13 H -0.9465 -3.0739 -1.7090  C5 1.071
14 H 0.0720 -1.7697 -2.0321  C5 1.091
15 H -0.2602 -0.2995 1.8977  N6 1.022
16 H 0.8677 0.7838 1.4134  N6 1.024
17 H 2.5214 1.1931 -0.6855  O19 0.957
18 H 2.2962 -0.0510 0.2680  O19 0.972
19 O 2.8690 0.3452 -0.4101  H17 0.957, H18 0.972

Computed properties:
total charge	-1
multiplicity	1
Kohn-Sham gap	6.41	eV

Electronic structure analysis, Mulliken charges in units of e: atom 1 (C): -0.544, atom 2 (O): -0.919, atom 3 (C): 0.556, atom 4 (C): -0.669, atom 5 (C): -1.262, atom 6 (N): -0.841, atom 7 (H): 0.139, atom 8 (H): 0.202, atom 9 (H): 0.079, atom 10 (H): 0.324, atom 11 (H): 0.308, atom 12 (H): 0.270, atom 13 (H): 0.391, atom 14 (H): 0.322, atom 15 (H): 0.298, atom 16 (H): 0.293, atom 17 (H): 0.322, atom 18 (H): 0.454, atom 19 (O): -0.722

---

Which one is most stable, and which one is least stable? arrangement two is the most stable of them, while arrangement one is the least stable.